One molecule with the formula C22H26N2O8 in a non-equilibrium geometry. Source: OMol25; level of theory: the ωB97M-V functional and the def2-TZVPD basis.

Summary:
Relative energy (zero: lowest compared OMol25 entry of this formula, charge and spin): 0.0 kJ/mol
Orbital gap: 8.23 eV
LUMO level: 0.6 eV
Total charge: 0

Each line ends with the natural charge from an NBO analysis.
CARTESIAN COORDINATES (ANGSTROEM)
C 1.1821 2.2222 -2.6392  -0.25
C -1.8154 1.6493 -0.1335  0.42
C 0.1796 1.0970 1.2715  -0.24
O -4.0873 0.4283 1.0385  -0.62
H 4.4383 -0.8958 -3.2610  0.17
C -0.5458 3.4283 0.7051  0.59
H 0.1626 5.2164 1.3529  0.41
C -4.0385 0.5032 -0.1597  0.84
O 4.8276 -1.0425 -1.2263  -0.51
H 6.1177 -1.1672 -2.7404  0.20
H 0.3847 2.9150 -2.9052  0.20
O 4.0956 -1.7337 1.4662  -0.52
H 5.8279 -2.4541 2.1492  0.19
H -4.3316 -2.5261 -0.3284  0.23
H 5.3902 0.4472 -2.5592  0.18
C 5.1968 -0.6298 -2.5172  -0.25
C 3.4041 -0.8570 0.6766  0.30
O -4.8937 -0.0683 -0.9988  -0.51
C -1.0538 0.7287 0.4792  -0.15
H -3.5232 2.3021 -1.2016  0.25
O -2.1884 -1.1785 -0.3950  -0.64
H 0.1162 0.6500 2.2706  0.24
O -1.5878 2.9880 -0.0512  -0.47
C 5.4768 -1.9316 1.2593  -0.24
H 5.6733 -2.5428 0.3759  0.18
C 1.4162 0.5453 0.5936  -0.10
H 1.1804 1.3846 -3.3450  0.18
C 2.2575 -0.3265 1.2560  -0.21
H -1.1368 -3.1724 0.2062  0.20
H 0.0657 -3.2938 1.5279  0.19
H -6.7806 -0.8098 -0.9609  0.18
C -2.0013 -3.1779 2.1896  -0.63
N 2.1296 3.5914 2.8337  -0.35
H -2.9110 -2.6586 1.8969  0.22
H 2.0316 -0.6281 2.2660  0.23
N -0.4308 4.7901 0.6608  -0.80
H 3.1270 0.6888 -2.3163  0.22
C -5.8305 -1.0028 -0.4561  -0.08
H -5.9347 -0.8121 0.6168  0.21
C 1.7422 0.9240 -0.7121  0.37
H 6.0075 -0.9810 1.1648  0.18
C -1.3697 -0.7016 0.3640  0.79
O -0.6297 -1.4383 1.1962  -0.51
H 2.1431 2.7445 -2.6920  0.18
C -5.3446 -2.4224 -0.7083  -0.63
H -5.9966 -3.1334 -0.2090  0.21
H -2.1849 -4.2486 2.1846  0.21
C 0.2796 2.6030 1.3867  -0.34
C 2.8833 0.4042 -1.3072  -0.38
C -3.0416 1.3576 -0.9386  -0.56
C 1.3032 3.1373 2.1741  0.29
C -0.8784 -2.8411 1.2177  -0.07
C 3.7157 -0.4898 -0.6417  0.24
H -1.7328 -2.8656 3.1956  0.21
H -2.7917 0.8172 -1.8519  0.27
H -1.2541 5.2997 0.3860  0.40
H -5.3326 -2.6325 -1.7744  0.21
O 0.8919 1.8003 -1.3320  -0.53

Forces on atoms 1 to 6 (eV/Å):
0.05 0.07 -0.21
-0.06 -1.05 0.26
0.07 0.12 -0.24
-0.08 -0.02 0.06
0.02 0.03 0.03
0.36 0.10 0.39

An isolated ion of composition C22H26N3O2 and charge +1. Source: OMol25; level of theory: the ωB97M-V functional and the def2-TZVPD basis.

Summary:
Relative energy (zero: lowest compared OMol25 entry of this formula, charge and spin): 220.0 kJ/mol
Orbital gap: 7.70 eV
LUMO level: -3.0 eV
Total charge: +1

Each line ends with the natural charge from an NBO analysis.
CARTESIAN COORDINATES (ANGSTROEM)
H 2.5575 -0.4430 0.7743  0.44
C -1.2650 -2.4035 1.4469  -0.30
O 3.6891 3.9393 0.0115  -0.47
C 2.4811 1.1616 -2.8248  0.22
C 2.4821 0.7751 -1.4479  -0.11
C 2.3277 3.8868 2.0459  -0.64
H 4.1727 2.7870 1.6689  0.17
C 3.7101 3.7494 1.4165  -0.07
C 3.2690 3.3477 -2.1907  -0.22
O -5.8752 -2.1266 1.2394  -0.51
H 0.2873 0.9980 0.5378  0.23
H 1.4089 -1.1911 -5.6214  0.25
H -1.6747 -3.3744 1.6655  0.23
C 0.6035 -1.1200 0.6782  0.09
H -1.9794 0.9098 1.3544  0.23
C 1.7333 -0.8841 -3.5542  0.24
N 2.1129 0.3386 -3.8104  -0.40
C 0.0342 -2.3421 0.9974  -0.21
H 1.6391 3.1317 1.6728  0.20
H -4.5157 -2.1830 3.4999  0.22
H -3.1882 -3.2068 2.9403  0.21
H 2.0016 -2.6196 -4.7580  0.23
C 2.0650 -0.5508 -1.2063  0.15
H 2.4076 3.7881 3.1244  0.23
H 0.6019 -3.2561 0.8936  0.22
C 1.6941 -1.3784 -2.2291  -0.25
H -4.3261 -3.3745 0.6853  0.16
H 2.3803 -2.0105 0.2212  0.45
C -1.4409 -0.0160 1.2461  -0.26
C -2.0520 -1.2413 1.5933  0.32
H -4.7585 -1.1448 -0.1908  0.16
C 2.8875 2.4747 -3.1584  -0.17
H -6.1359 -0.2666 0.5372  0.21
H 4.3610 4.5458 1.7840  0.21
C 3.2728 2.9737 -0.8196  0.36
C 1.3417 -1.7557 -4.6973  -0.65
H 1.3696 -2.3907 -2.0423  0.23
C -4.3378 -0.3097 1.7614  -0.24
H 1.9166 4.8653 1.8138  0.23
C -5.3050 -0.9416 0.7447  -0.08
C -0.1440 0.0436 0.7974  -0.22
C 2.8818 1.6999 -0.4622  -0.35
C -4.8903 -3.0717 1.5818  -0.08
H 2.8853 1.4182 0.5827  0.19
H -4.8859 -0.0558 2.6737  0.21
H -5.4210 -3.9344 1.9853  0.21
H 2.8827 2.7493 -4.2003  0.24
H 0.3236 -2.1184 -4.5687  0.23
H 3.5844 4.3515 -2.4251  0.24
N 1.9895 -1.0616 0.1803  -0.52
C -3.9310 -2.4797 2.6225  -0.25
N -3.3109 -1.2799 2.0932  -0.42
H -3.9180 0.5971 1.3358  0.21

Forces on atoms 1 to 6 (eV/Å):
-0.06 -0.38 -0.07
-0.20 0.01 0.04
0.00 0.11 -0.34
0.04 -0.13 0.94
-0.03 -0.03 -0.46
0.28 -0.01 -0.30

One molecule with the formula C22H26N4O5. Source: OMol25; level of theory: the ωB97M-V functional and the def2-TZVPD basis.

Summary:
Relative energy (zero: lowest compared OMol25 entry of this formula, charge and spin): 302.6 kJ/mol
Orbital gap: 7.97 eV
LUMO level: -0.3 eV
Total charge: 0

Each line ends with the natural charge from an NBO analysis.
CARTESIAN COORDINATES (ANGSTROEM)
O 2.9946 -0.9018 3.8179  -0.52
H 3.9827 -1.0001 5.5660  0.19
C -0.7267 0.9784 0.0960  0.37
C -3.0912 -0.7093 0.9570  0.29
C 0.5680 0.8405 2.1136  -0.22
C -0.3217 2.8541 -1.1874  0.14
C 1.2303 -1.5443 0.6525  -0.41
H 3.1746 -2.5233 5.0804  0.20
C -1.2831 -2.2183 -4.0761  -0.09
H -2.4846 3.0198 -3.8246  0.22
H -0.8553 0.3557 -4.0040  0.17
H 3.2772 -1.0641 1.1496  0.24
O 1.7505 -2.6474 3.1633  -0.61
H -1.3455 -3.0675 -4.7601  0.20
H 2.1791 1.0772 0.7248  0.22
C 3.0755 -1.4347 5.1418  -0.08
C 0.4421 4.0043 -1.4619  -0.20
H -0.2761 -3.1212 -2.3800  0.21
H -1.0920 5.0177 -4.2989  0.22
H -2.0155 -3.5444 -2.5301  0.22
H 0.9614 -1.5203 5.5354  0.22
C 2.0164 0.5988 1.6916  -0.42
C 0.0322 -0.2661 -3.8403  -0.25
H 2.6950 1.0406 2.4200  0.23
C -2.9712 -0.3102 -0.4227  -0.47
H -0.3672 -1.6157 2.1111  0.22
H -3.9313 0.1456 -0.7054  0.30
H -0.9016 -1.6437 0.4287  0.22
N -3.2353 -1.0130 2.0493  -0.29
H 0.3641 1.9102 2.1592  0.23
H 0.3811 0.3934 3.0946  0.20
O -1.5585 -1.7158 -1.6952  -0.52
C -1.6666 3.3027 -3.1802  -0.18
H 1.3465 -2.6284 0.6603  0.23
H 1.7207 0.0173 5.9799  0.21
C 0.1570 4.7553 -2.5699  -0.19
N -2.1858 1.4665 -1.7326  -0.37
C 2.2757 -0.9054 1.5679  -0.32
N -0.0199 2.0707 -0.1379  -0.46
O -0.1154 -1.5327 -4.4391  -0.53
C -2.8281 -1.5376 -1.3389  0.83
H -2.1695 -1.5799 -4.2104  0.18
H 0.7465 5.6328 -2.7919  0.22
C -0.1901 -1.1984 1.1168  -0.23
N -0.3741 0.2365 1.1891  -0.42
C -1.3944 2.5145 -2.0501  0.07
C 1.8499 -1.0625 5.9635  -0.64
C -1.8941 0.7224 -0.7048  0.20
H 0.8930 0.1995 -4.3162  0.20
H 1.9717 -1.4207 6.9814  0.22
H 1.3752 -1.1804 -0.3674  0.20
C -0.8940 4.4046 -3.4324  -0.22
H 1.2518 4.2560 -0.7948  0.22
C -1.2704 -2.7511 -2.6361  -0.12
C 2.2814 -1.5938 2.9265  0.81
H 0.2126 -0.3423 -2.7629  0.17
O -3.7478 -2.2208 -1.6860  -0.56

Forces on atoms 1 to 6 (eV/Å):
0.11 0.30 -0.03
-0.09 -0.08 -0.08
0.38 0.81 -0.09
-0.21 -0.09 0.35
0.26 0.33 0.03
-0.52 -0.11 -0.47